[1]
A gas-phase ion, C4H8N3 (charge +1) in a non-equilibrium geometry. Source: the OMol25 dataset; level of theory: wB97M-V/def2-TZVPD.

**SMILES**: C=C/N=N/C(C)=[NH2+]
**Frontier orbital gap**: 8.11 eV
**2S+1**: 1
**Energy relative to the best compared isomer or geometry (same formula, charge and spin)**: 468.89 kJ/mol
**Net charge**: +1

Each line ends with the natural charge from an NBO analysis.
Element x y z (Å)
N 2.1441 -1.3084 0.0711  -0.7418
N -1.1465 -0.2075 -0.4636  -0.0068
N 0.0380 -0.4767 -0.1773  -0.1120
C -2.1167 0.0612 0.3605  -0.1510
C 1.2730 -0.3565 -0.1752  0.4688
C 1.9050 1.1131 -0.1009  -0.6127
C -3.3462 -0.0094 -0.1324  -0.1153
H 1.3975 1.6428 0.6935  0.2494
H -4.2783 0.1464 0.4661  0.2350
H 3.0683 -0.9722 0.1973  0.4177
H 1.9497 -2.3234 -0.0957  0.4383
H -3.5133 -0.2369 -1.1640  0.2208
H -2.1133 0.3813 1.4996  0.2263
H 1.7871 1.6787 -1.0414  0.2606
H 2.9515 0.8674 0.0625  0.2227

---

[2]
2 unconnected molecules or ions with the total composition C5H4O2 in a non-equilibrium geometry. Source: the OMol25 dataset; level of theory: wB97M-V/def2-TZVPD.

**Frontier orbital gap (spin up / spin down)**: 7.81 / 8.73 eV
**2S+1**: 3
**Energy relative to the best compared isomer or geometry (same formula, charge and spin)**: 239.24 kJ/mol
**Net charge**: 0

Each line ends with the Mulliken spin population.
Element x y z (Å)
O -3.5703 1.5004 -0.2624  0.0128
O -0.7620 -1.8165 0.4743  0.1975
C 1.8588 0.7778 -0.0065  0.1309
C -3.4321 0.6241 0.4055  0.0060
C 0.7459 0.1254 0.2778  -0.0469
C -0.9885 -1.3738 -0.6595  1.5133
C 0.3448 -1.1388 -0.2414  0.1473
H 1.2015 -1.8566 -0.4608  0.0302
H 1.9277 1.9242 0.2707  -0.0001
H 2.8448 0.4766 -0.4934  0.0021
H -0.1706 0.7572 0.6957  0.0068

---

[3]
2 unconnected molecules or ions with the total composition CHBrN2O3 in a non-equilibrium geometry. Source: the OMol25 dataset; level of theory: wB97M-V/def2-TZVPD.

**SMILES**: O=[N+]([O-])C#[N+][O-].Br
**Frontier orbital gap**: 9.75 eV
**2S+1**: 1
**Energy relative to the best compared isomer or geometry (same formula, charge and spin)**: 120.07 kJ/mol
**Net charge**: 0

Each line ends with the natural charge from an NBO analysis.
Element x y z (Å)
Br -4.0765 -0.0480 0.5325  -0.2250
O 0.2942 2.1217 -0.6323  -0.2945
O 2.4711 -1.8520 -0.6963  -0.3456
O 2.6474 -0.5862 1.0395  -0.2958
N 0.8098 1.0837 -0.4893  0.2818
N 2.1605 -0.9046 0.0275  0.4829
C 1.2650 -0.0004 -0.4874  0.1711
H -5.5716 0.1858 0.7058  0.2252

---

[4]
A molecular structure, C16H11BrNO3PdS2Te. Source: the OMol25 dataset; level of theory: wB97M-V/def2-TZVPD.

**Frontier orbital gap**: 5.91 eV
**2S+1**: 1
**Energy relative to the best compared isomer or geometry (same formula, charge and spin)**: 91.24 kJ/mol
**Net charge**: +1

Each line ends with the natural charge from an NBO analysis.
Element x y z (Å)
Te 1.7710 -1.9736 1.2362  1.0225
Pd -0.0424 -0.2299 0.1823  0.6001
Br -0.8649 0.8601 3.2165  0.1422
S -0.2750 1.7739 -0.8622  -0.0406
S -0.0361 -3.2420 -1.3008  0.4958
O -5.8218 0.9351 1.8785  -0.6160
O 3.1325 -0.1178 0.9413  -0.6157
O 1.7536 -0.4478 -0.7020  -0.6995
N -1.9644 -0.0086 0.8377  -0.5093
C -4.2782 0.0648 0.2489  -0.3174
C 3.8418 3.7746 -0.7756  -0.2296
C 2.6990 4.4022 -1.2583  -0.1411
C 1.6648 -4.7059 -0.0564  -0.2020
C 1.1980 -3.4133 -0.1080  -0.6338
C -2.2721 0.5261 2.0252  0.1667
C -4.5858 0.6122 1.4956  0.3938
C 1.4830 3.7420 -1.2937  -0.2368
C 0.9899 -5.5631 -0.9520  -0.2614
C -2.9675 -0.2228 -0.0324  0.0782
C 3.7561 2.4678 -0.3429  -0.1416
C -3.5557 0.8441 2.4028  -0.3121
C 2.5093 0.3737 -0.0241  0.7984
C 1.3728 2.4184 -0.8667  -0.1256
C 0.0592 -4.8975 -1.6959  -0.3563
C 2.5437 1.7820 -0.4175  -0.1768
H 0.5970 4.2631 -1.6333  0.2321
H 1.1966 -6.6174 -1.0549  0.2496
H 4.6273 1.9494 0.0355  0.2328
H -2.6830 -0.6415 -0.9880  0.2298
H -5.0431 -0.1272 -0.4910  0.2423
H 2.7494 5.4292 -1.5950  0.2304
H -6.4683 0.7499 1.1863  0.4992
H 4.7844 4.3016 -0.7386  0.2332
H -0.5651 -5.3095 -2.4737  0.2576
H 2.4595 -5.0235 0.6048  0.2451
H -3.7655 1.2711 3.3715  0.2655

---

[5]
14 unconnected molecules or ions with the total composition C4H36N8O14 in a non-equilibrium geometry. Source: the OMol25 dataset; level of theory: wB97M-V/def2-TZVPD.

**Frontier orbital gap (spin up / spin down)**: 2.03 / 9.42 eV
**2S+1**: 2
**Net charge**: -1

Each line ends with the Mulliken spin population.
Element x y z (Å)
O -0.0850 0.1200 -1.9718  0.0658
O -1.1759 -2.9465 1.3779  0.0197
O 0.1071 -2.0661 3.8042  -0.0269
O -0.7107 -1.1266 -4.8024  -0.0931
O 0.4089 1.8033 -4.0640  -0.2342
O 1.6823 -2.9615 -2.0633  -0.1960
O -2.8479 0.9079 -1.3095  0.0632
O -1.7397 3.5739 0.9223  -0.0686
O -0.1079 3.2231 -1.3632  -1.0008
O 2.2418 -1.5916 2.0257  -0.2828
O 3.0294 1.1245 1.5215  -1.0646
O -3.2086 0.9614 1.9308  0.0153
O -4.0059 -5.1178 -1.2342  -0.0118
O -0.5192 1.1933 3.0951  -0.1523
N 2.2288 2.8991 0.5174  -0.4391
N 4.0261 2.1061 -0.1803  -0.2223
N 0.3345 3.3369 2.9027  -0.1175
N 0.3556 -1.0785 -0.0766  0.4954
N -2.2610 -3.6952 -1.6422  0.0216
N -0.1050 0.9396 0.1425  0.0193
N 1.1950 1.9855 4.3490  -0.0698
N -2.3245 -5.6607 -2.6066  0.0053
C -2.8968 -4.8319 -1.7362  0.0661
C 3.0748 1.9325 0.6671  2.8093
C 0.2115 2.1571 3.4793  0.6258
C -0.0082 -0.0379 -0.7117  0.0703
H 0.3115 1.3107 -4.8789  0.0542
H 2.3593 -2.9463 -2.7398  0.0607
H 1.4121 3.0114 1.1010  -0.1421
H -1.3583 3.6657 0.0492  0.1542
H -1.1899 -3.9002 1.2975  0.0012
H 0.4664 -1.0857 0.9273  0.0382
H -2.3847 0.8597 2.4073  -0.0054
H 0.1142 -1.0514 -5.2821  -0.0162
H -1.7503 -5.1034 -3.2228  -0.0092
H -0.7788 -2.7837 2.2335  -0.0009
H -0.4773 -0.9404 -3.8930  0.0301
H -0.1962 1.8874 -0.1944  0.1866
H -1.2927 -3.5081 -1.8599  -0.0137
H 3.9429 2.8220 -0.8879  -0.2069
H -2.6852 -2.9838 -1.0642  -0.0097
H 2.3614 -0.6986 1.7023  0.0517
H -2.4330 4.2332 0.9518  0.0631
H 3.1282 -1.8989 2.2153  0.0759
H 0.8159 -1.8108 3.2137  0.0281
H -0.2906 3.3844 2.1107  0.0004
H -2.9151 -6.4133 -2.9306  -0.0034
H 1.8522 2.7513 4.3081  -0.0431
H 0.2160 1.1675 -3.3748  0.0659
H 1.0367 3.9589 3.2769  -0.0746
H -1.9284 0.9150 -1.0439  0.0723
H 1.3919 -3.8731 -2.0349  0.0590
H 0.1161 0.8036 1.1186  -0.0860
H -2.9456 1.0656 1.0163  0.0159
H -0.2453 3.8627 -2.0620  0.4808
H 0.2252 2.4457 -1.8115  0.1313
H 1.3846 1.0566 4.6975  -0.0151
H 0.6246 -1.8917 -0.6119  -0.1202
H -2.9318 1.6533 -1.9041  -0.0356
H 4.4852 1.2096 -0.1060  -0.1347
H 2.2863 3.4021 -0.3565  0.0326
H 0.3729 -1.7270 4.6589  0.0173

---

[6]
A molecular structure, CF4N2O in a non-equilibrium geometry. Source: the OMol25 dataset; level of theory: wB97M-V/def2-TZVPD.

**Frontier orbital gap (spin up / spin down)**: 8.78 / 10.55 eV
**2S+1**: 1
**Energy relative to the best compared isomer or geometry (same formula, charge and spin)**: 546.66 kJ/mol
**Net charge**: 0

Each line ends with the natural charge from an NBO analysis.
Element x y z (Å)
F -0.1279 2.1028 -0.1268  -0.3191
F -1.3869 0.7730 -1.3235  -0.2957
F -1.3283 0.5937 0.9023  -0.2759
F 1.2500 -2.1713 0.9356  -0.1917
O 1.2315 -0.4988 -1.1522  -0.2324
N 0.4464 -0.2446 -0.2800  0.0340
N 0.4075 -1.2305 1.3264  0.2388
C -0.6362 0.8035 -0.1984  1.0420

---

What did the third record say?
2 unconnected molecules or ions with the total composition CHBrN2O3 in a non-equilibrium geometry. Source: the OMol25 dataset; level of theory: wB97M-V/def2-TZVPD.

**SMILES**: O=[N+]([O-])C#[N+][O-].Br
**Frontier orbital gap**: 9.75 eV
**2S+1**: 1
**Energy relative to the best compared isomer or geometry (same formula, charge and spin)**: 120.07 kJ/mol
**Net charge**: 0

Each line ends with the natural charge from an NBO analysis.
Element x y z (Å)
Br -4.0765 -0.0480 0.5325  -0.2250
O 0.2942 2.1217 -0.6323  -0.2945
O 2.4711 -1.8520 -0.6963  -0.3456
O 2.6474 -0.5862 1.0395  -0.2958
N 0.8098 1.0837 -0.4893  0.2818
N 2.1605 -0.9046 0.0275  0.4829
C 1.2650 -0.0004 -0.4874  0.1711
H -5.5716 0.1858 0.7058  0.2252

---

> Number 2 is which compound?

C5H4O2

---

> Number 2 is which compound?

C5H4O2